Record 1
A structure of composition C4H2N4 in a non-equilibrium geometry, computed with ωB97M-V/def2-TZVPD.

```
! wB97M-V def2-TZVPD RIJCOSX def2/J DEFGRID3
* xyz 0 1
C 1.935 0.014 0.101
C 0.075 -0.756 -0.099
C -1.930 -0.038 0.116
C -0.067 0.753 -0.030
H 2.948 0.163 0.238
H -2.951 -0.484 0.121
N 1.356 -1.110 -0.074
N -1.055 -1.264 0.027
N -1.423 1.108 -0.078
N 1.112 1.333 -0.001
*
```

## Properties
Calculated total energy = -10137.31595 eV
Gap between HOMO and LUMO = 0.3110 Eh
ΔE to the lowest compared entry with this formula, charge and spin = 57.95 kcal per mole
Highest occupied orbital energy = -10.55 eV

Results of the Mulliken charge analysis, in e, for atoms 1 through 6: atom 1 (C): -0.08, atom 2 (C): 0.59, atom 3 (C): 0.07, atom 4 (C): 0.65, atom 5 (H): 0.47, atom 6 (H): 0.36


Record 2
A structure of composition C4H2N4O6S in a non-equilibrium geometry, computed with ωB97M-V/def2-TZVPD.

```
! wB97M-V def2-TZVPD RIJCOSX def2/J DEFGRID3
* xyz 0 3
C 1.970 0.175 0.503
C -3.952 0.825 0.228
C 1.854 -0.836 -0.480
C -2.537 0.644 0.296
N 2.042 0.983 1.283
N -5.053 1.088 0.087
N 0.781 -1.546 -0.682
N -1.886 1.000 -0.935
O -0.559 -1.059 0.416
O -2.284 0.489 -1.948
O 0.367 -2.343 -1.420
O -0.874 1.652 -0.829
O -2.509 -1.445 2.004
O -2.740 -2.022 -0.405
S -2.239 -1.226 0.647
H 2.544 -1.008 -1.271
H -2.099 1.068 1.136
*
```

## Properties
Calculated total energy = -33248.23915 eV
Gap between HOMO and LUMO (spin up / spin down) = 0.3075 / 0.2155 Eh
Expectation value of S² = 2.013
Highest occupied orbital energy (spin up / spin down) = -9.65 / -10.70 eV

Results of the Mulliken charge analysis, in e, for atoms 1 through 6: atom 1 (C): 0.21, atom 2 (C): 0.09, atom 3 (C): -0.21, atom 4 (C): -0.18, atom 5 (N): -0.37, atom 6 (N): -0.34


Record 3
A structure of composition C4H2O in a non-equilibrium geometry, computed with ωB97M-V/def2-TZVPD.

```
! wB97M-V def2-TZVPD RIJCOSX def2/J DEFGRID3
* xyz 0 1
C 0.714 1.025 -1.837
C 1.880 0.489 -1.692
C 0.000 0.629 -0.709
C 0.655 -0.381 -0.030
O 2.286 -0.265 -0.829
H -0.933 0.862 -0.415
H 0.753 -0.851 0.922
*
```

## Properties
Calculated total energy = -6219.75646 eV
Gap between HOMO and LUMO (spin up / spin down) = 0.2598 / 0.2595 Eh
ΔE to the lowest compared entry with this formula, charge and spin = 117.69 kcal per mole
Highest occupied orbital energy (spin up / spin down) = -8.96 / -8.96 eV

Results of the Mulliken charge analysis, in e, for atoms 1 through 6: atom 1 (C): -0.45, atom 2 (C): 0.51, atom 3 (C): -0.22, atom 4 (C): -0.31, atom 5 (O): -0.34, atom 6 (H): 0.45


Record 4
The molecule C4H2O2, computed with ωB97M-V/def2-TZVPD.

```
! wB97M-V def2-TZVPD RIJCOSX def2/J DEFGRID3
* xyz 0 1
O -2.879 -0.445 -0.015
C -1.825 -0.899 -0.391
C -0.542 -0.468 0.116
C 0.543 -0.105 0.465
C 2.065 1.186 -0.170
O 1.658 0.475 0.891
H -1.759 -1.680 -1.166
H 2.740 1.935 0.268
*
```

## Properties
Calculated total energy = -8268.49948 eV
Gap between HOMO and LUMO = 0.3398 Eh
ΔE to the lowest compared entry with this formula, charge and spin = 92.91 kcal per mole
Highest occupied orbital energy = -9.90 eV

Results of the Mulliken charge analysis, in e, for atoms 1 through 6: atom 1 (O): -0.41, atom 2 (C): -0.34, atom 3 (C): -0.07, atom 4 (C): 0.92, atom 5 (C): -0.26, atom 6 (O): -0.28


Record 5
The molecule C4H2O2 in a non-equilibrium geometry, computed with ωB97M-V/def2-TZVPD.

```
! wB97M-V def2-TZVPD RIJCOSX def2/J DEFGRID3
* xyz 0 1
C -0.758 -1.002 0.208
C 0.531 -0.305 0.274
C 1.767 -0.269 -0.051
C -0.817 0.339 0.187
O 2.944 -0.064 -0.246
O -1.569 1.409 -0.100
H -1.187 -2.097 0.245
H -0.912 1.989 -0.516
*
```

## Properties
Calculated total energy = -8270.22113 eV
Gap between HOMO and LUMO = 0.2854 Eh
ΔE to the lowest compared entry with this formula, charge and spin = 53.21 kcal per mole
Highest occupied orbital energy = -7.53 eV

Results of the Mulliken charge analysis, in e, for atoms 1 through 6: atom 1 (C): -0.43, atom 2 (C): -0.27, atom 3 (C): 0.78, atom 4 (C): 0.24, atom 5 (O): -0.51, atom 6 (O): -0.46


Record 6
A structure of composition C4H2O2Pb in a non-equilibrium geometry, computed with ωB97M-V/def2-TZVPD.

```
! wB97M-V def2-TZVPD RIJCOSX def2/J DEFGRID3
* xyz 2 1
H -3.667 -0.562 -1.290
O -3.983 0.579 0.380
C -3.317 -0.138 -0.321
C -1.866 -0.225 -0.190
C -0.680 -0.423 -0.005
C 0.680 -0.681 0.311
O 1.582 0.082 -0.034
Pb 3.662 0.378 0.119
H 0.891 -1.578 0.916
*
```

## Properties
Calculated total energy = -13500.06524 eV
Gap between HOMO and LUMO = 0.2079 Eh
ΔE to the lowest compared entry with this formula, charge and spin = 16.51 kcal per mole
Highest occupied orbital energy = -17.27 eV

Results of the Mulliken charge analysis, in e, for atoms 1 through 6: atom 1 (H): 0.27, atom 2 (O): -0.28, atom 3 (C): -0.23, atom 4 (C): 1.08, atom 5 (C): -0.31, atom 6 (C): 0.04


Record 7
A structure of composition C4H2O2Sn in a non-equilibrium geometry, computed with ωB97M-V/def2-TZVPD.

```
! wB97M-V def2-TZVPD RIJCOSX def2/J DEFGRID3
* xyz 2 1
O -1.542 1.296 0.388
C -1.927 0.163 0.266
H -2.522 -0.343 1.049
C -1.168 -0.830 -0.604
C 0.040 -0.739 -0.947
H -0.750 -2.037 -0.439
C 3.761 0.338 0.802
O 2.842 0.786 0.307
Sn 1.266 1.366 -0.823
*
```

## Properties
Calculated total energy = -14080.48315 eV
Gap between HOMO and LUMO = 0.3060 Eh
ΔE to the lowest compared entry with this formula, charge and spin = 60.21 kcal per mole
Highest occupied orbital energy = -19.92 eV

Results of the Mulliken charge analysis, in e, for atoms 1 through 6: atom 1 (O): -0.40, atom 2 (C): 0.37, atom 3 (H): 0.37, atom 4 (C): -0.21, atom 5 (C): -0.18, atom 6 (H): 0.40


Record 8
The molecule C4H2O3 in a non-equilibrium geometry, computed with ωB97M-V/def2-TZVPD.

```
! wB97M-V def2-TZVPD RIJCOSX def2/J DEFGRID3
* xyz 0 1
C 2.171 0.774 0.908
C 1.654 0.312 -0.324
C 1.464 -0.336 1.377
C 0.460 -0.353 0.028
O 0.012 -1.463 -0.683
O 3.458 0.851 0.322
O 2.969 0.295 -0.878
H -0.304 0.383 0.409
H 0.879 -1.969 -0.777
*
```

## Properties
Calculated total energy = -10312.07780 eV
Gap between HOMO and LUMO (spin up / spin down) = 0.3132 / 0.3132 Eh
ΔE to the lowest compared entry with this formula, charge and spin = 237.65 kcal per mole
Highest occupied orbital energy (spin up / spin down) = -9.21 / -9.21 eV

Results of the Mulliken charge analysis, in e, for atoms 1 through 6: atom 1 (C): 0.46, atom 2 (C): 0.01, atom 3 (C): -0.61, atom 4 (C): 0.19, atom 5 (O): -0.49, atom 6 (O): -0.13